No. 1
43
Properties=species:S:1:pos:R:3:forces:R:3 method="wB97M-V/def2-TZVPD" molar_mass_da=479.9 largest_force_ev_per_a=1.0 charge=0 e_homo_ev="-6.92 / -7.07" multiplicity=5 e_above_lowest_ev=0.000
Cr -0.512865 -0.596435 -0.239323 0.513 0.046 0.826
O -1.844249 -1.641951 -3.249254 -0.038 -0.204 -0.113
C -1.970973 -1.965771 -1.979250 0.055 -0.515 -0.177
O -1.033785 -2.384470 -1.300909 -0.296 0.754 -0.266
C -3.385419 -1.927874 -1.465523 -0.107 0.098 0.177
O -3.421953 -1.370084 -0.174782 0.018 -0.076 -0.061
C -3.913064 -0.035527 -0.150418 0.063 0.177 -0.150
C -2.986589 1.016044 -0.790850 -0.560 0.293 0.310
O -3.428056 2.146575 -0.912296 0.126 -0.259 0.007
O -1.805354 0.629936 -1.115557 0.284 -0.393 -0.385
H -0.928583 -1.813491 -3.525915 0.020 0.058 0.037
H -3.704399 -2.972467 -1.392858 -0.002 0.010 -0.057
H -4.030950 -1.411393 -2.177719 -0.004 0.067 0.055
H -4.032017 0.229734 0.898341 0.007 -0.017 0.000
H -4.892501 0.018371 -0.633948 0.027 0.038 0.015
C -1.827839 -0.993186 2.805508 -0.011 -0.090 0.036
O -1.478218 0.025331 1.879992 -0.179 -0.021 -0.134
C -0.725328 1.070289 2.466142 0.125 -0.015 0.056
C -0.312450 1.998444 1.358036 -0.039 0.051 -0.008
O 0.443955 1.233724 0.421650 -0.006 0.007 -0.122
C 0.941166 2.030822 -0.655941 0.012 0.049 -0.057
H -2.451683 -0.581027 3.604422 0.000 0.000 -0.015
H -0.930283 -1.446832 3.236511 -0.006 0.027 -0.029
H -2.388300 -1.741794 2.248871 -0.004 0.003 0.041
H 0.160214 0.650112 2.958083 -0.033 0.010 -0.012
H -1.332758 1.611379 3.200240 0.013 -0.010 0.005
H 0.316976 2.797629 1.761271 -0.009 0.008 -0.034
H -1.181203 2.436299 0.854846 0.000 -0.002 0.005
H 0.111130 2.437996 -1.236372 0.000 -0.014 0.004
H 1.561722 1.380752 -1.270141 -0.003 0.005 -0.002
H 1.562284 2.836241 -0.258520 -0.003 -0.014 0.016
Te 1.463931 -1.976610 1.015857 0.244 -0.026 -0.103
C 3.087669 -0.923677 0.110806 -0.115 -0.047 0.131
C 3.748292 -1.459955 -0.992162 -0.157 -0.132 -0.051
C 4.824504 -0.804554 -1.570433 0.049 0.067 -0.023
C 5.263917 0.404850 -1.052101 0.045 0.028 -0.027
C 4.621227 0.946404 0.051674 0.057 0.042 -0.031
C 3.546663 0.285647 0.627357 -0.105 -0.010 0.146
H 3.412627 -2.405207 -1.400778 0.011 -0.005 0.005
H 5.323777 -1.242391 -2.426045 0.000 -0.002 0.000
H 6.106692 0.916309 -1.498884 0.003 0.007 -0.003
H 4.963747 1.884043 0.472865 0.003 0.001 0.001
H 3.058347 0.707783 1.497521 0.005 0.006 -0.009

No. 2
47
Properties=species:S:1:pos:R:3:forces:R:3 method="wB97M-V/def2-TZVPD" molar_mass_da=696.1 largest_force_ev_per_a=1.9 charge=+2 e_homo_ev="-14.53 / -14.53" multiplicity=2
Tc -0.650059 0.408006 0.161976 1.645 0.788 0.388
I -2.178148 -1.958143 3.491709 -0.036 0.004 0.005
C -3.110797 -0.081099 3.252581 0.059 -0.011 0.025
I -3.248144 0.619576 1.247470 0.083 -0.132 -0.200
H -2.565454 0.667950 3.812235 0.009 -0.023 0.043
H -4.141728 -0.170544 3.572419 -0.008 0.027 0.084
O 4.921216 2.173750 2.224017 -0.053 -0.033 -0.039
C 3.867182 1.786597 1.843277 0.103 0.074 0.031
C 2.574832 1.647084 2.698957 -0.454 -0.196 -0.211
O 2.422993 1.892709 3.854207 0.114 0.039 0.069
C 1.547972 1.120091 1.733628 1.210 0.332 -0.525
C 2.069235 0.956262 0.448072 -0.020 0.130 0.206
O 1.286012 0.495927 -0.476041 -0.316 -0.027 0.679
C 3.535478 1.300839 0.400140 -0.338 -0.272 -0.218
O 4.268469 1.177527 -0.532152 0.076 0.089 0.106
O 0.331502 0.764202 1.907511 -1.648 -0.430 -0.882
C -2.107581 3.845252 -1.801244 -0.097 0.047 0.070
C -1.048111 2.768304 -1.741833 0.127 0.285 0.366
C 0.248822 3.176954 -2.407588 0.151 -0.020 -0.015
O -0.748705 2.474469 -0.299536 -0.125 -0.335 -0.226
C -1.555228 1.479806 -2.372525 0.038 -0.747 0.021
O -2.010611 1.431112 -3.466506 -0.028 0.120 -0.033
O -1.404146 0.351605 -1.606169 -0.152 0.430 0.420
H -1.717304 4.791072 -1.420440 0.003 -0.041 -0.015
H -3.001393 3.564526 -1.236529 0.017 0.002 -0.040
H -2.402877 3.986461 -2.839265 -0.002 0.017 0.000
H 0.619002 4.106821 -1.974185 -0.042 -0.037 -0.007
H 0.061058 3.332042 -3.469587 0.012 0.003 0.011
H 1.011048 2.404497 -2.298552 -0.013 0.005 -0.021
H -1.247332 3.080171 0.263570 -0.102 0.037 0.022
N 0.884498 -4.264225 -0.475325 -0.088 0.144 0.024
C 0.810526 -3.760500 0.946734 -0.071 -0.061 -0.140
C 0.697192 -2.246443 0.954995 0.002 0.020 -0.089
N -0.471007 -1.763513 0.176131 -0.250 -0.120 -0.262
C -0.375114 -2.267188 -1.226412 0.096 -0.069 0.146
C -0.297415 -3.779429 -1.286622 0.087 -0.062 0.145
H 0.924427 -5.285069 -0.486155 -0.023 -0.048 0.015
H 1.752899 -3.942068 -0.910059 0.028 0.017 -0.021
H 1.701298 -4.091860 1.475479 0.036 0.000 0.001
H -0.061450 -4.236572 1.394961 -0.017 -0.004 0.014
H 1.589824 -1.796926 0.516677 0.011 0.025 0.011
H 0.614673 -1.902135 1.983924 -0.035 0.003 0.017
H -1.317654 -2.141517 0.608096 0.040 0.019 0.045
H 0.509808 -1.811252 -1.676248 -0.005 0.037 -0.006
H -1.231929 -1.924070 -1.799580 -0.048 -0.008 0.019
H -0.177932 -4.127709 -2.309718 0.030 -0.005 -0.029
H -1.179829 -4.253344 -0.856493 -0.008 -0.013 -0.001

No. 3
42
Properties=species:S:1:pos:R:3:forces:R:3 method="wB97M-V/def2-TZVPD" molar_mass_da=502.6 largest_force_ev_per_a=1.0 charge=+3 e_homo_ev="-18.53 / -18.53" multiplicity=2 e_above_lowest_ev=1.838
Ir 0.078760 0.343262 0.065199 0.438 0.695 -0.568
O 2.078863 0.384889 -0.233984 0.016 -0.148 -0.352
N 2.956545 -0.527553 0.190674 -0.106 -0.049 0.204
C 4.266192 -0.297133 0.071278 0.050 0.006 -0.043
C 5.146793 -1.286056 0.484724 -0.010 -0.001 0.011
C 4.670818 -2.483690 1.017336 -0.005 0.063 -0.035
C 3.307018 -2.676876 1.147373 -0.107 0.018 0.007
C 2.451772 -1.657134 0.725301 0.384 -0.021 -0.024
S 0.761209 -1.667900 0.828098 -0.265 -0.317 0.663
H 4.559913 0.655773 -0.346056 -0.013 -0.010 -0.025
H 6.208128 -1.099738 0.385367 0.000 -0.010 0.000
H 5.362848 -3.252564 1.335114 -0.003 0.002 0.011
H 2.889707 -3.577476 1.579195 0.023 -0.015 -0.015
C 1.338098 2.813074 -1.436845 -0.079 0.069 -0.216
O 0.729388 2.267339 -0.221318 -0.111 0.186 0.437
C -0.103536 3.183627 0.545196 0.043 0.108 0.214
C -1.454513 3.080699 -0.064491 -0.064 0.203 -0.061
O -1.701808 1.652324 -0.116756 -0.071 -0.268 0.101
C -2.970528 1.380567 -0.791527 -0.099 0.121 -0.107
H 1.903218 3.691923 -1.135354 0.030 -0.031 0.003
H 0.565556 3.072203 -2.158095 -0.016 -0.003 0.035
H 1.996241 2.052474 -1.837461 0.008 -0.007 0.012
H 0.302087 4.194740 0.542013 0.156 -0.076 -0.174
H -0.090958 2.802324 1.566943 0.009 0.067 0.002
H -1.494295 3.466098 -1.085285 0.032 0.042 0.031
H -2.210454 3.591133 0.534744 -0.071 -0.198 0.052
H -3.761205 1.853412 -0.212295 0.016 -0.003 0.012
H -3.132771 0.314182 -0.830525 -0.033 -0.004 0.007
H -2.931698 1.794340 -1.798425 0.029 -0.006 0.011
N -1.264312 -1.809977 -1.887856 0.039 -0.070 0.142
C -1.878735 -1.789479 -0.701602 0.023 0.245 -0.013
C -2.926773 -2.684262 -0.398476 -0.043 0.007 -0.076
C -3.581493 -2.592765 0.791679 -0.019 0.037 0.102
C -3.202370 -1.613355 1.745511 -0.099 -0.101 -0.066
C -2.155514 -0.811706 1.465149 0.266 -0.023 -0.201
N -1.489882 -0.876091 0.241327 -0.397 -0.520 -0.003
H -1.542350 -2.481099 -2.588152 -0.011 0.001 -0.011
H -0.576027 -1.123518 -2.144943 0.039 -0.003 -0.040
H -3.201458 -3.425410 -1.137501 -0.018 0.018 -0.016
H -4.392418 -3.275186 1.012918 -0.004 0.006 0.002
H -3.723878 -1.509115 2.685939 0.020 -0.035 0.021
H -1.786187 -0.076314 2.165872 0.023 0.027 -0.032